Record 1
C7H15N2 | ωB97M-V/def2-TZVPD

## Properties
Kohn-Sham gap   11.0 eV
Electronic energy   -10474.3783 eV
Lowest unoccupied orbital energy   -0.101 hartree
Charge   +1
SMILES   C[C@@]1(N)[C@@H]2CCC[N@H+]1C2
ΔE to the lowest compared entry with this formula, charge and spin   1.917 eV

Atoms and positions in Å:
C: 0.245 -1.894 0.625
C: 0.728 -1.532 -0.886
C: -0.063 -0.781 1.590
C: 1.403 0.541 0.292
C: 0.713 -0.015 -0.938
C: -0.670 0.734 -0.301
C: -0.601 2.159 -0.870
N: -2.005 0.273 -0.325
N: 0.107 0.554 1.049
H: -0.598 -2.527 0.684
H: 1.085 -2.484 1.034
H: 1.882 -1.882 -1.014
H: 0.120 -1.956 -1.723
H: -1.154 -0.824 1.953
H: 0.519 -0.765 2.504
H: 2.032 -0.216 0.552
H: 1.759 1.489 0.227
H: 1.019 0.312 -1.910
H: -1.522 2.687 -0.521
H: -0.564 2.098 -1.968
H: 0.287 2.641 -0.379
H: -2.596 0.803 -0.977
H: -2.175 -0.744 -0.310
H: 0.050 1.328 1.611

Quick look at the Löwdin charges, all values in e:
1. C -0.129
2. C -0.100
3. C -0.141
4. C -0.036
5. C -0.188
6. C -0.407
7. C 0.005
8. N 0.129
9. N 0.013
10. H 0.096
11. H 0.124
12. H 0.170
13. H 0.123
14. H 0.160
15. H 0.140
16. H 0.108
17. H 0.104
18. H 0.133
19. H 0.107
20. H 0.109
21. H 0.101
22. H 0.114
23. H 0.111
24. H 0.155

=====

Record 2
C4H4DyO | ωB97M-V/def2-TZVPD

## Properties
Kohn-Sham gap (alpha / beta)   6.2 / 4.7 eV
Expectation value of S²   12.6205
Electronic energy   -30280.0543 eV
Lowest unoccupied orbital energy (alpha / beta)   -0.774 / -0.841 hartree
Charge   +4
Spin multiplicity   7

Atoms and positions in Å:
H: -1.072 -1.391 -0.948
C: -4.115 0.084 0.029
C: -2.891 0.196 -0.024
C: -1.538 0.262 -0.178
C: -0.679 -0.917 0.078
O: 0.623 -0.781 0.091
H: -5.194 -0.019 0.018
H: -1.060 1.251 -0.257
H: -1.036 -1.594 0.898
Dy: 2.894 0.277 0.693

Quick look at the Löwdin charges, all values in e:
1. H 0.303
2. C 0.690
3. C 0.263
4. C 0.263
5. C -0.180
6. O -0.027
7. H 0.199
8. H 0.219
9. H 0.241
10. Dy 2.029

=====

Record 3
C5H9N2S | ωB97M-V/def2-TZVPD

## Properties
Kohn-Sham gap (alpha / beta)   7.2 / 7.2 eV
Electronic energy   -19135.2055 eV
Lowest unoccupied orbital energy (alpha / beta)   -0.180 / -0.181 hartree
Charge   +1
ΔE to the lowest compared entry with this formula, charge and spin   4.525 eV

Atoms and positions in Å:
C: 1.023 -2.535 1.820
C: 2.569 -1.237 0.513
C: 1.284 0.451 -0.706
C: 0.029 -0.140 -0.655
C: -2.347 1.419 0.139
N: 1.684 -1.966 1.084
N: 2.441 -0.043 -0.207
S: -1.245 0.149 0.856
H: 0.252 -3.190 2.218
H: 3.546 -1.593 0.742
H: 1.530 1.333 -1.390
H: -0.533 0.007 -1.469
H: 0.201 -1.263 -0.563
H: -2.574 1.096 -0.848
H: -3.239 1.695 0.611
H: -1.770 2.351 0.111
H: 3.287 0.375 -0.524

Quick look at the Löwdin charges, all values in e:
1. C 0.231
2. C -0.132
3. C -0.102
4. C -0.361
5. C -0.391
6. N 0.023
7. N 0.112
8. S 0.785
9. H 0.130
10. H 0.138
11. H 0.171
12. H 0.039
13. H 0.101
14. H 0.022
15. H 0.028
16. H 0.044
17. H 0.161